Entry 1:
{
  "formula": "C54H46AsIN5O2P2S2Sc",
  "method": "the ωB97M-V functional and the def2-TZVPD basis",
  "symbols": ["I", "As", "Sc", "S", "S", "P", "P", "O", "O", "N", "N", "N", "N", "N", "C", "C", "C", "C", "C", "C", "C", "C", "C", "C", "C", "C", "C", "C", "C", "C", "C", "C", "C", "C", "C", "C", "C", "C", "C", "C", "C", "C", "C", "C", "C", "C", "C", "C", "C", "C", "C", "C", "C", "C", "C", "C", "C", "C", "C", "C", "C", "C", "C", "C", "C", "C", "C", "C", "H", "H", "H", "H", "H", "H", "H", "H", "H", "H", "H", "H", "H", "H", "H", "H", "H", "H", "H", "H", "H", "H", "H", "H", "H", "H", "H", "H", "H", "H", "H", "H", "H", "H", "H", "H", "H", "H", "H", "H", "H", "H", "H", "H", "H", "H"],
  "positions_angstrom": [[3.39670, -5.14579, 3.31042], [-0.53268, 2.13400, 1.97364], [-0.28376, -0.79477, 0.67406], [1.92656, 0.50246, 0.68584], [-2.30407, -4.88144, -0.53122], [-0.26661, 0.42351, -2.12465], [1.99944, -1.26029, -2.12397], [-0.44612, -1.10130, 2.55956], [0.81882, -2.80654, 1.08527], [-4.38148, -0.15537, 2.06802], [-1.26778, -2.30034, -0.41988], [3.06378, -2.60035, 1.14822], [-2.48723, -0.19475, 0.98657], [1.29496, 0.19357, -2.73534], [-3.00271, -3.96979, 3.95701], [-1.25815, -2.00282, 3.11661], [-2.09672, -1.22673, -5.38934], [1.28329, 2.16593, 4.32263], [0.36345, 6.52142, 0.50238], [-3.28344, 0.78535, 0.45129], [-1.82806, 2.47464, 3.34839], [-0.53294, 2.17722, -2.58182], [-1.64551, -4.10620, 4.28390], [-0.77505, -3.12487, 3.80258], [1.94212, -3.87164, -5.28922], [-3.51517, -2.81622, 3.32767], [0.96409, -3.74662, -2.66736], [-2.71097, 3.54952, 3.41647], [-2.64679, -1.84786, 2.88125], [-3.83081, 2.45559, 5.23788], [1.64525, -2.67746, -3.24039], [1.09230, 1.81694, 2.96269], [3.74208, -1.10727, -2.55203], [-0.14537, 3.98189, 1.45151], [2.42828, 1.79983, 5.01330], [5.84012, -2.23779, -2.39922], [-2.92618, 1.40962, 5.22748], [-1.47771, -0.37924, -3.24319], [-3.32811, -1.65778, -4.85954], [-3.12649, -0.75086, 1.99819], [-1.08121, 4.61055, 0.58410], [-0.81691, 5.90409, 0.12787], [1.91800, -3.31563, 1.30759], [-4.48827, 0.83969, 1.11583], [6.39618, -1.27626, -3.24980], [1.05975, 4.59829, 1.78390], [0.66776, -4.86480, -3.46790], [2.09762, 1.06333, 2.31881], [-1.93373, 1.40725, 4.30068], [1.30851, 5.89947, 1.27683], [-3.55288, -1.52027, -3.51374], [-0.71750, 4.91894, -3.09911], [5.64449, -0.19150, -3.65384], [3.36091, 1.03297, 4.36361], [1.91655, -4.71856, 1.80007], [2.11235, -2.75451, -4.52261], [-1.18641, -0.62006, -4.55801], [-3.73985, 3.50548, 4.36364], [-1.78453, 4.05922, -3.33089], [4.50482, -2.14146, -2.03024], [-1.75289, -3.34217, -0.45508], [-1.75243, 2.70053, -3.04891], [1.18103, -4.94210, -4.76906], [3.22642, 0.69825, 3.01693], [0.49183, 3.02029, -2.22724], [4.30724, -0.11900, -3.35718], [-2.66639, -0.88340, -2.67801], [0.42151, 4.37962, -2.45005], [-1.51943, 6.36708, -0.55978], [2.07259, -5.33773, 0.91994], [3.93063, 0.09463, 2.47495], [2.99460, -1.59920, 0.87993], [-1.96625, 4.03931, 0.33190], [0.27154, -3.09981, 4.11332], [-3.16104, 0.56731, 5.85300], [-2.67383, 4.59672, -3.71944], [0.96472, -4.93920, 2.23984], [4.06250, -2.90368, -1.41190], [2.42540, -3.87194, -6.28747], [-4.59407, 2.49230, 5.97153], [3.72454, 0.80910, -3.61549], [-4.53420, -2.80428, 3.04531], [-3.68990, -4.79366, 4.08947], [1.63435, 0.73076, -3.54401], [1.27193, 5.05593, -2.08972], [-4.00241, -2.12287, -5.53374], [6.41583, -3.07190, -1.97688], [-4.39163, 4.38283, 4.29253], [-4.45751, -1.87450, -3.04945], [0.53390, 7.53505, 0.17017], [-1.22293, -4.98537, 4.71077], [-4.93144, -0.23265, 2.91676], [-1.93674, -1.29315, -6.43728], [0.01118, -5.57134, -3.03830], [7.43165, -1.36342, -3.62466], [-2.75200, 4.36041, 2.70725], [2.64863, -1.92117, -5.03243], [1.32832, 2.62074, -1.62116], [-5.30259, 1.54519, 0.87955], [2.53662, 2.00072, 6.05859], [6.16680, 0.52372, -4.29221], [-1.12355, 0.67631, 4.31113], [1.79733, 4.16046, 2.45996], [1.02173, -5.87354, -5.28239], [4.23867, 0.73717, 4.95989], [-2.90607, 1.37940, -0.32771], [-0.28969, -0.33119, -5.04942], [0.56597, -3.67741, -1.68270], [3.96958, -3.01286, 1.29078], [-2.52588, 2.00131, -3.30364], [2.28546, 6.43791, 1.46335], [-2.89125, -0.75268, -1.67702], [0.48325, 2.76091, 4.70976], [-0.75859, 5.98259, -3.27670]],
  "total_charge": 0,
  "relative_energy_kj_mol": 9.6,
  "homo_lumo_gap_ha": 0.284
}


Entry 2:
{
  "formula": "C54H46O18Si",
  "method": "the ωB97M-V functional and the def2-TZVPD basis",
  "symbols": ["Si", "O", "O", "O", "O", "O", "O", "O", "O", "O", "O", "O", "O", "O", "O", "O", "O", "O", "O", "C", "C", "C", "C", "C", "C", "C", "C", "C", "C", "C", "C", "C", "C", "C", "C", "C", "C", "C", "C", "C", "C", "C", "C", "C", "C", "C", "C", "C", "C", "C", "C", "C", "C", "C", "C", "C", "C", "C", "C", "C", "C", "C", "C", "C", "C", "C", "C", "C", "C", "C", "C", "C", "C", "H", "H", "H", "H", "H", "H", "H", "H", "H", "H", "H", "H", "H", "H", "H", "H", "H", "H", "H", "H", "H", "H", "H", "H", "H", "H", "H", "H", "H", "H", "H", "H", "H", "H", "H", "H", "H", "H", "H", "H", "H", "H", "H", "H", "H", "H"],
  "positions_angstrom": [[-4.51206, 0.63914, -1.94101], [0.95849, -3.89457, -5.70013], [-0.77545, -3.02229, 1.55916], [-0.76777, -2.56274, -2.40915], [3.90376, 1.72954, -3.38298], [4.42990, -3.90296, 2.19023], [-0.66035, 4.87757, -2.33175], [10.90437, -3.53879, 1.56700], [6.10977, -2.22996, 8.72391], [0.06034, 2.84246, -1.21456], [-12.48983, 2.97848, 4.98860], [-4.17550, -6.63769, -2.63650], [-4.26193, 3.32774, 1.90460], [-5.48134, 7.95609, 4.21996], [-8.45573, 4.54199, 1.89814], [5.49825, -3.62586, -2.94553], [1.57001, -2.49866, 5.96931], [6.37540, -1.22910, 0.01034], [4.55068, 4.51142, -7.86763], [2.00282, -3.77118, -3.59150], [2.71456, -2.97517, 0.86766], [-3.80020, 6.52043, 3.40459], [-10.74254, 3.99816, 2.06223], [-11.75732, 3.60652, 2.83887], [2.24838, -4.17237, 3.03909], [5.06510, -2.29249, 8.09044], [0.93989, -3.95007, 2.88173], [-1.55230, -3.49994, -2.46096], [-4.54222, 4.39302, 2.43670], [-3.49313, 5.35775, 2.82131], [4.45358, -3.68839, -3.57899], [-9.38354, 4.18157, 2.60931], [9.86250, -3.00756, 1.20809], [3.31303, -3.81539, -5.74721], [3.16371, 3.97908, -6.03862], [4.45391, -3.74926, -5.05415], [5.45218, 2.96036, -6.33998], [3.23224, -3.70079, 2.04439], [0.52758, 2.05997, -2.37518], [-6.25014, 5.92608, 3.30325], [-3.76830, 2.01034, -3.11462], [8.54883, -3.53558, 1.62674], [-3.64835, 3.48752, -2.41362], [3.75523, -2.30914, 8.77100], [7.41727, -1.76032, 0.36924], [-11.56201, 3.33891, 4.27743], [-1.01768, 3.79564, -1.61332], [-2.25356, -3.84444, -3.71370], [-5.20105, 6.89080, 3.68786], [-2.68971, -5.35598, -1.33195], [4.40125, 3.87096, -6.83613], [9.86973, -1.81329, 0.34040], [-10.20302, 3.52231, 4.82451], [-2.58277, 3.58646, -1.17230], [-1.83405, -4.33090, -1.27381], [3.14370, -3.70504, -2.89844], [7.41005, -2.95459, 1.23693], [8.73094, -1.23231, -0.04941], [2.00315, -3.83204, -5.06666], [3.92455, -2.41949, 5.92222], [-5.94307, 4.76340, 2.71997], [-3.10922, -4.86953, -3.77185], [4.05320, 2.36999, -4.41448], [3.00226, 3.28059, -4.91063], [1.40607, -2.75287, 0.71030], [2.61467, -2.43614, 6.60278], [0.40571, 0.46032, -1.93725], [0.42220, -3.22446, 1.70500], [5.29073, 2.26187, -5.21199], [2.61434, -2.37527, 8.07794], [-9.18824, 3.91395, 4.04787], [-3.39097, -5.70049, -2.58469], [5.06543, -2.35336, 6.61528], [1.68402, 2.24561, -2.56752], [-10.07706, 3.32255, 5.88162], [-2.03618, -3.22452, -4.57491], [6.35328, 2.89212, -6.93715], [0.20566, -4.28894, 3.60277], [2.64464, -4.70351, 3.89589], [-10.86850, 4.19792, 1.00512], [6.43854, -3.32942, 1.53610], [1.64517, -2.38766, 8.56148], [6.05252, 1.59033, -4.83445], [-4.56968, 2.12370, -3.99215], [10.84123, -1.43846, 0.04123], [-12.76011, 3.46818, 2.45276], [-3.04291, 7.23889, 3.69366], [-8.18544, 4.05230, 4.43398], [-2.88962, 4.55715, -0.54843], [8.71854, -0.35540, -0.68512], [-3.63559, -0.53542, -2.06382], [-3.39239, 4.25050, -3.29542], [-2.61534, 2.69777, -0.41191], [3.29652, -3.85986, -6.82960], [1.00980, -2.22173, -0.14650], [2.10116, 3.34884, -4.31346], [-6.70036, 4.04494, 2.43090], [-5.87163, 0.27944, -2.32289], [-0.02528, 0.40035, -0.84079], [-2.47049, 5.07182, 2.60620], [-2.90709, -5.97591, -0.47074], [5.42308, -3.73687, -5.53769], [-2.77484, 1.65221, -3.66388], [8.56123, -4.41249, 2.26245], [-4.46589, 1.20798, -0.56942], [6.03460, -2.34097, 6.13174], [1.47381, -0.03972, -2.01308], [-7.27278, 6.21200, 3.51836], [1.03365, -3.78356, -3.10796], [3.90804, -2.46396, 4.83983], [2.40192, 4.65062, -6.41615], [3.44878, -2.63630, 0.14662], [3.16021, -3.66057, -1.81605], [-0.04775, 2.27329, -3.37301], [-1.31236, -4.06503, -0.36223], [-4.73153, 3.78414, -2.02576], [3.77173, -2.26467, 9.85339], [-0.30087, -0.07226, -2.73424], [-3.63091, -5.13540, -4.68342]],
  "total_charge": 0,
  "smiles": "CCOC(=O)CCC[SiH3].O=C1C=CC(=O)C=C1.O=C1C=CC(=O)C=C1.O=C1C=CC(=O)C=C1.O=C1C=CC(=O)C=C1.O=C1C=CC(=O)C=C1.O=C1C=CC(=O)C=C1.O=C1C=CC(=O)C=C1.O=C1C=CC(=O)C=C1",
  "homo_lumo_gap_ha": 0.290
}